Record 1
The following is a DFT calculation (wB97M-V/def2-TZVPD) of the molecule C4H5NO2 in a non-equilibrium geometry.

Cartesian coordinates (Å):
C (1.1212, 2.0190, 0.3190)
C (-0.6375, 0.3693, 0.7272)
C (0.7649, 0.7436, 0.1184)
C (1.4901, -0.2070, -0.5380)
N (1.6214, 3.0683, 0.3864)
O (-1.5088, 0.2823, -0.3960)
O (-2.6359, 1.2329, -0.2033)
H (-0.6241, -0.5801, 1.3438)
H (-1.0572, 1.0462, 1.5045)
H (0.9474, -1.0797, -0.8365)
H (-2.2622, 2.0895, -0.4109)
H (2.4815, 0.0168, -0.9261)

## Properties
**Charge**: 0
**Multiplicity**: 3
**HOMO (spin up / spin down)**: -7.1727 / -10.8718 eV
**Lowest unoccupied orbital energy (spin up / spin down)**: 0.676 / -3.237 eV
**Molecular weight**: 99.1 g/mol
**Relative energy (zero: lowest compared OMol25 entry of this formula, charge and spin)**: 82.8 kcal/mol

These are the Mulliken partial charges, in e, on atoms 1 to 4: 0.354, -0.582, 0.631, -1.158

Record 2
The following is a DFT calculation (wB97M-V/def2-TZVPD) of a cluster of 3 separate species, C41H36FN2O6 in total in a non-equilibrium geometry.

Cartesian coordinates (Å):
C (0.9593, -4.6232, -2.2306)
C (0.2911, -3.3249, -2.8032)
C (1.2247, -2.6552, -3.8388)
C (-1.0128, -3.7867, -3.5360)
C (-2.3016, -3.1555, -2.9317)
C (-2.4062, -3.2873, -1.4332)
C (-2.2334, -2.1001, -0.6448)
C (-1.9891, -0.7330, -1.2419)
C (-3.2808, 0.1273, -1.3758)
O (-3.4955, 0.8000, -0.1327)
C (-2.3245, -2.2261, 0.7338)
C (-2.5619, -3.5266, 1.2438)
N (-2.7103, -4.5908, 0.5185)
N (-2.6421, -4.4125, -0.7771)
C (-2.8587, -5.6448, -1.5881)
C (-3.6850, -6.6186, -0.7121)
O (-3.2623, -7.6005, -0.1957)
F (-4.9682, -6.2091, -0.5655)
H (1.4293, -5.1303, -3.0799)
H (0.1377, -5.2275, -1.8100)
H (1.6425, -4.4145, -1.4001)
H (0.0548, -2.6090, -1.9987)
H (0.7865, -1.6836, -4.1170)
H (1.3116, -3.3095, -4.7164)
H (2.2013, -2.4144, -3.3975)
H (-1.1139, -4.8804, -3.4919)
H (-0.9565, -3.5200, -4.5998)
H (-2.3542, -2.1186, -3.2675)
H (-3.1706, -3.6580, -3.3920)
H (-1.4928, -0.7687, -2.2180)
H (-1.3377, -0.1909, -0.5410)
H (-4.1634, -0.4616, -1.6669)
H (-3.1101, 0.8928, -2.1456)
H (-4.2276, 0.3297, 0.2814)
H (-2.2155, -1.3635, 1.3892)
H (-2.6024, -3.6362, 2.3270)
H (-3.4763, -5.4392, -2.4672)
H (-1.9107, -6.1265, -1.8405)
C (3.2508, 3.8692, -6.4880)
C (2.8168, 2.5527, -6.6070)
C (2.4543, 1.8363, -5.4786)
C (2.5349, 2.4290, -4.2237)
C (2.9934, 3.7433, -4.1029)
C (3.3396, 4.4630, -5.2394)
C (3.1327, 4.3792, -2.7644)
O (3.5258, 5.5207, -2.6581)
C (2.7859, 3.5798, -1.5575)
C (2.9613, 4.1350, -0.2954)
C (2.6290, 3.4058, 0.8351)
C (2.1110, 2.1200, 0.7101)
C (1.9399, 1.5606, -0.5455)
C (2.2848, 2.2835, -1.6829)
C (2.1270, 1.6576, -3.0223)
O (1.6747, 0.5312, -3.1265)
H (3.5253, 4.4304, -7.3719)
H (2.7603, 2.0871, -7.5826)
H (2.1124, 0.8141, -5.5736)
H (3.6824, 5.4850, -5.1486)
H (3.3607, 5.1356, -0.1955)
H (2.7713, 3.8389, 1.8169)
H (1.8452, 1.5537, 1.5948)
H (1.5419, 0.5587, -0.6414)
C (-1.6407, 4.7643, 3.6457)
C (-1.4327, 3.8419, 2.6245)
C (-0.8603, 2.6129, 2.9071)
C (-0.4840, 2.3038, 4.2070)
C (-0.6709, 3.2373, 5.2274)
C (-1.2601, 4.4633, 4.9440)
C (-0.2279, 2.9398, 6.6169)
O (-0.3929, 3.7475, 7.5053)
C (0.4294, 1.6323, 6.8885)
C (0.9010, 1.3580, 8.1659)
C (1.5030, 0.1395, 8.4353)
C (1.6287, -0.8151, 7.4309)
C (1.1652, -0.5453, 6.1540)
C (0.5728, 0.6811, 5.8748)
C (0.1113, 0.9722, 4.4935)
O (0.2216, 0.1389, 3.6094)
H (-2.0960, 5.7214, 3.4260)
H (-1.7197, 4.0830, 1.6088)
H (-0.7037, 1.8949, 2.1127)
H (-1.4177, 5.1834, 5.7359)
H (0.8017, 2.0972, 8.9496)
H (1.8742, -0.0697, 9.4302)
H (2.0932, -1.7689, 7.6456)
H (1.2683, -1.2870, 5.3733)

## Properties
**Charge**: +1
**Multiplicity**: 1
**HOMO**: -11.5237 eV
**Lowest unoccupied orbital energy**: -4.473 eV
**Molecular weight**: 671.7 g/mol

These are the Mulliken partial charges, in e, on atoms 1 to 4: -1.548, 1.615, -1.773, -1.072

Record 3
The following is a DFT calculation (wB97M-V/def2-TZVPD) of a cluster of 3 separate species, C3H7O2 in total in a non-equilibrium geometry.

Cartesian coordinates (Å):
C (0.4893, 0.8414, 1.8051)
O (1.4761, 1.3332, 2.2889)
H (-0.0615, -0.0466, 2.1680)
H (-0.0546, 1.2400, 0.9391)
H (2.3959, -2.7975, 0.6261)
C (-0.7032, 0.8753, -1.6810)
C (-1.3026, -0.1897, -1.0274)
O (-0.9054, -0.7011, 0.0817)
H (-1.3983, 1.2798, -2.4192)
H (0.2257, 1.3254, -1.3749)
H (-2.1956, -0.6334, -1.4799)
H (2.0342, -2.5268, 0.0735)

## Properties
**Charge**: -1
**Multiplicity**: 1
**HOMO**: -2.4891 eV
**Lowest unoccupied orbital energy**: 4.232 eV
**Molecular weight**: 75.1 g/mol
**Relative energy (zero: lowest compared OMol25 entry of this formula, charge and spin)**: 76.5 kcal/mol

These are the Mulliken partial charges, in e, on atoms 1 to 4: 0.102, -0.503, 0.183, 0.120

Record 4
The following is a DFT calculation (wB97M-V/def2-TZVPD) of a cluster of 9 separate species, C15H49N14O9 in total in a non-equilibrium geometry.

Cartesian coordinates (Å):
C (-0.0700, -0.4145, -0.9143)
O (-0.0342, -0.0323, -2.2245)
H (0.7391, -1.0556, -0.4976)
H (-0.3122, 0.4690, -0.2779)
H (-0.9273, -1.1423, -0.8845)
C (-2.7709, 3.5509, 0.1126)
O (-1.6023, 3.8692, 0.3074)
N (-3.7864, 4.4710, 0.1432)
N (-3.2201, 2.2859, -0.0874)
H (-4.6881, 4.0320, 0.1802)
H (-3.6231, 5.4190, 0.4183)
H (-4.0180, 2.1438, -0.6837)
H (-2.6267, 1.4794, -0.0040)
C (-0.1252, 3.7395, -2.9496)
O (0.1930, 3.2981, -4.0456)
N (-0.1963, 3.0154, -1.8112)
N (-0.4649, 5.0511, -2.8082)
H (-0.6280, 3.4325, -0.9932)
H (-0.0963, 2.0026, -1.8818)
H (-0.3607, 5.5855, -3.6502)
H (-0.7712, 5.4586, -1.9455)
C (-2.5307, -1.8212, -4.2629)
O (-1.6093, -1.4668, -4.9559)
N (-3.6400, -2.4716, -4.7515)
N (-2.5126, -1.5353, -2.9300)
H (-4.4870, -2.6688, -4.2541)
H (-3.5721, -2.8030, -5.6956)
H (-3.2274, -1.8273, -2.2911)
H (-1.7277, -0.9235, -2.7155)
C (-3.5614, -1.0392, 0.9665)
O (-3.4460, -2.1053, 0.3817)
N (-4.5573, -0.8224, 1.8711)
N (-2.6251, -0.0283, 0.8538)
H (-4.5301, 0.1201, 2.2142)
H (-5.0743, -1.6039, 2.2205)
H (-1.7987, -0.4915, 0.4857)
H (-2.6260, 0.6334, 1.6094)
C (1.4471, -3.3949, -3.4437)
O (1.1648, -2.7129, -4.4082)
N (1.4715, -4.7613, -3.5642)
N (1.8700, -2.9642, -2.2096)
H (1.4662, -5.3431, -2.7499)
H (1.5452, -5.0484, -4.5216)
H (2.2269, -3.6937, -1.6265)
H (1.7340, -1.9792, -2.0265)
C (3.9215, 2.1759, -2.2173)
O (3.6636, 2.0259, -3.3902)
N (3.1248, 1.6529, -1.2304)
N (5.1093, 2.6497, -1.6932)
H (2.2653, 1.2173, -1.5408)
H (3.2762, 1.9394, -0.2645)
H (5.1240, 2.8458, -0.7090)
H (5.9325, 2.8823, -2.2117)
C (-1.4588, -2.8451, 3.2888)
C (-0.1235, -3.5427, 3.0099)
C (0.6407, -3.0260, 1.8135)
O (1.9377, -3.5794, 1.6341)
C (2.7325, -2.7290, 0.8473)
N (0.6625, -3.4991, 4.2587)
H (-1.2638, -1.7707, 3.3090)
H (-1.9355, -3.2058, 4.1975)
H (-2.1274, -3.1397, 2.4756)
H (-0.3850, -4.5960, 2.8463)
H (0.7679, -1.9450, 1.9722)
H (0.0432, -3.1793, 0.9079)
H (2.9750, -1.8529, 1.4677)
H (2.4187, -2.4959, -0.1681)
H (3.7696, -3.0784, 0.7736)
H (0.4698, -2.5870, 4.6639)
H (1.6522, -3.5025, 4.0307)
C (2.7875, 1.4908, 3.7707)
C (2.4368, 1.4525, 2.2731)
C (1.0107, 1.8132, 1.9449)
O (0.1146, 0.9481, 2.6089)
C (-1.2309, 1.1702, 2.2792)
N (3.4244, 2.3458, 1.5760)
H (2.2833, 0.6908, 4.3139)
H (2.5337, 2.4509, 4.2239)
H (3.8667, 1.3684, 3.8784)
H (2.6597, 0.4930, 1.8006)
H (0.8422, 1.8930, 0.8617)
H (0.8106, 2.8839, 2.1279)
H (-1.5965, 0.7881, 1.3270)
H (-1.4539, 2.2280, 2.4406)
H (-1.7640, 0.5788, 3.0314)
H (3.8342, 2.9485, 2.2886)
H (4.2378, 1.7346, 1.4832)

## Properties
**Charge**: -1
**Multiplicity**: 1
**HOMO**: -3.8461 eV
**Lowest unoccupied orbital energy**: 2.047 eV
**Molecular weight**: 569.6 g/mol
**Relative energy (zero: lowest compared OMol25 entry of this formula, charge and spin)**: 110.3 kcal/mol

These are the Mulliken partial charges, in e, on atoms 1 to 4: 1.699, -1.116, -0.848, -0.709

Record 5
The following is a DFT calculation (wB97M-V/def2-TZVPD) of a cluster of 2 separate species, FH2PS3 in total in a non-equilibrium geometry.

Cartesian coordinates (Å):
F (0.8215, -0.1161, 1.9366)
P (-0.2857, 0.1831, 0.6647)
S (-2.9285, -0.2954, -0.4995)
S (0.3643, -1.5112, -0.3119)
S (0.5410, 1.7942, -0.2350)
H (-0.1469, -1.1348, -1.4987)
H (1.6343, 1.0802, -0.0562)

## Properties
**Charge**: 0
**Multiplicity**: 1
**HOMO (spin up / spin down)**: -9.2960 / -9.5109 eV
**Lowest unoccupied orbital energy (spin up / spin down)**: -2.586 / -2.589 eV
**Molecular weight**: 148.2 g/mol
**Relative energy (zero: lowest compared OMol25 entry of this formula, charge and spin)**: 84.6 kcal/mol

These are the Mulliken partial charges, in e, on atoms 1 to 4: -0.338, 0.375, -0.100, -0.198

Record 6
The following is a DFT calculation (wB97M-V/def2-TZVPD) of the molecule C19H27N3O3.

Cartesian coordinates (Å):
C (-2.1369, -2.0670, -2.6129)
H (-2.5055, -2.6016, -1.7399)
C (-1.3920, -3.0297, -3.5348)
N (-0.2585, -3.6353, -2.8554)
C (0.0234, -4.9987, -3.2591)
H (-0.8536, -5.6035, -3.0065)
C (0.3608, -5.2080, -4.7411)
H (-0.4743, -4.9154, -5.3729)
H (0.5792, -6.2573, -4.9215)
H (1.2316, -4.6235, -5.0287)
H (0.8575, -5.3559, -2.6500)
C (0.9197, -2.7863, -2.7762)
H (0.6201, -1.7482, -2.9275)
C (1.5524, -2.8889, -1.3832)
N (0.6199, -2.4043, -0.3938)
C (0.8282, -1.2580, 0.2856)
O (1.9001, -0.6928, 0.3276)
C (-0.4011, -0.7926, 1.0777)
C (-0.2790, 0.6460, 1.4297)
C (-0.0171, 1.6798, 0.5409)
N (0.1209, 2.8671, 1.2359)
C (-0.0803, 2.6101, 2.5571)
C (-0.0796, 3.4706, 3.6546)
C (-0.2974, 2.9279, 4.8994)
C (-0.5169, 1.5554, 5.0738)
C (-0.5276, 0.6974, 4.0025)
C (-0.3121, 1.2196, 2.7231)
H (-0.6987, -0.3596, 4.1408)
H (-0.6808, 1.1755, 6.0713)
H (-0.3008, 3.5724, 5.7661)
H (0.0842, 4.5317, 3.5418)
C (0.3001, 4.1895, 0.6925)
C (-1.0377, 4.8167, 0.3026)
H (-1.5177, 4.2250, -0.4729)
H (-1.7004, 4.8622, 1.1642)
H (-0.8817, 5.8236, -0.0747)
H (0.7908, 4.7997, 1.4544)
H (0.9546, 4.1331, -0.1768)
C (0.1081, 1.4893, -0.8913)
O (-0.2309, 0.4777, -1.4710)
O (0.6272, 2.5233, -1.5851)
H (0.7014, 2.2660, -2.5171)
H (-0.4715, -1.3930, 1.9867)
H (-1.2921, -0.9617, 0.4697)
H (-0.3207, -2.7457, -0.5242)
H (2.4494, -2.2700, -1.3201)
H (1.8144, -3.9273, -1.1565)
H (1.6722, -3.0402, -3.5359)
H (-1.0890, -2.4982, -4.4511)
H (-2.0755, -3.8315, -3.8256)
H (-1.4931, -1.2560, -2.2847)
H (-2.9880, -1.6395, -3.1382)

## Properties
**SMILES string**: CCN(CC)CCNC(=O)Cc1c(C(=O)O)n(CC)c2ccccc12
**Charge**: 0
**Multiplicity**: 1
**HOMO**: -7.9264 eV
**Lowest unoccupied orbital energy**: 0.413 eV
**Molecular weight**: 345.4 g/mol
**Relative energy (zero: lowest compared OMol25 entry of this formula, charge and spin)**: 30.1 kcal/mol

These are the Mulliken partial charges, in e, on atoms 1 to 4: -0.885, 0.292, -0.684, 0.443